{"formula": "C78H58N2O25SSi", "method": "ωB97M-V/def2-TZVPD", "e_above_lowest_ev": 0.0000, "max_force_ha_per_bohr": 0.14345, "lumo_ev": -2.11, "charge": 0, "mol_weight_g_mol": 1483.46, "species": ["C", "C", "Si", "C", "C", "S", "C", "N", "N", "C", "O", "H", "H", "H", "H", "H", "H", "H", "H", "H", "H", "C", "C", "C", "O", "C", "C", "C", "O", "H", "H", "H", "H", "C", "C", "C", "O", "C", "C", "C", "O", "H", "H", "H", "H", "C", "C", "C", "O", "C", "C", "C", "O", "H", "H", "H", "H", "C", "C", "C", "O", "C", "C", "C", "O", "H", "H", "H", "H", "C", "C", "C", "O", "C", "C", "C", "O", "H", "H", "H", "H", "C", "C", "C", "O", "C", "C", "C", "O", "H", "H", "H", "H", "C", "C", "C", "O", "C", "C", "C", "O", "H", "H", "H", "H", "C", "C", "C", "O", "C", "C", "C", "O", "H", "H", "H", "H", "C", "C", "C", "O", "C", "C", "C", "O", "H", "H", "H", "H", "C", "C", "C", "O", "C", "C", "C", "O", "H", "H", "H", "H", "C", "C", "C", "O", "C", "C", "C", "O", "H", "H", "H", "H", "C", "C", "C", "O", "C", "C", "C", "O", "H", "H", "H", "H"], "positions_angstrom": [[3.4146, -0.6613, 1.9850], [3.0539, -0.5508, 0.5826], [1.5369, 0.5465, 0.0714], [0.6763, 1.0446, 1.7069], [-0.8194, 1.6605, 1.5006], [-1.8298, 0.7120, 0.2703], [-3.4246, 0.1965, 0.9959], [-3.7789, -0.3367, 2.2724], [-5.1211, -0.5640, 2.2243], [-5.7278, -0.2316, 0.9853], [-4.6115, 0.2419, 0.2602], [3.1923, -1.6205, 2.5558], [3.9594, 0.2024, 2.5080], [3.6513, -1.1439, -0.1910], [2.0920, 1.7039, -0.6649], [0.6921, -0.1826, -0.8740], [1.3448, 1.8459, 2.1937], [0.5662, 0.1897, 2.4461], [-1.3274, 1.6466, 2.5211], [-0.6457, 2.7362, 1.1339], [-6.7962, -0.3277, 0.6339], [-6.8696, -0.6189, 7.5846], [-6.8902, -1.9519, 7.5984], [-6.4689, -2.7376, 6.4177], [-6.4889, -3.9548, 6.4291], [-6.0234, -1.9885, 5.2239], [-6.0028, -0.6561, 5.2105], [-6.4233, 0.1292, 6.3893], [-6.4020, 1.3468, 6.3766], [-7.1748, -0.0274, 8.4388], [-7.2129, -2.5160, 8.4648], [-5.7177, -2.5788, 4.3681], [-5.6799, -0.0940, 4.3449], [-7.2606, 5.0601, -2.3236], [-7.9992, 4.1082, -1.7521], [-7.4291, 2.7808, -1.4383], [-8.1021, 1.9097, -0.9183], [-6.0098, 2.5499, -1.7805], [-5.2708, 3.5011, -2.3517], [-5.8408, 4.8284, -2.6654], [-5.1673, 5.6999, -3.1856], [-7.6611, 6.0380, -2.5617], [-9.0399, 4.2609, -1.4944], [-5.6098, 1.5725, -1.5426], [-4.2300, 3.3480, -2.6092], [-4.7146, -5.5151, 1.3413], [-3.7655, -6.1289, 0.6336], [-2.7703, -5.3602, -0.1440], [-1.9057, -5.9191, -0.7914], [-2.8673, -3.8859, -0.1052], [-3.8160, -3.2719, 0.6023], [-4.8113, -4.0399, 1.3804], [-5.6769, -3.4806, 2.0301], [-5.4513, -6.0627, 1.9160], [-3.6800, -7.2078, 0.5953], [-2.1301, -3.3385, -0.6795], [-3.9002, -2.1952, 0.6405], [5.0908, -0.0704, -2.7122], [5.5097, -1.0002, -3.5710], [4.8829, -1.1516, -4.9016], [5.2626, -2.0017, -5.6861], [3.7767, -0.2318, -5.2432], [3.3587, 0.6975, -4.3844], [3.9851, 0.8486, -3.0538], [3.6037, 1.6977, -2.2683], [5.5370, 0.0540, -1.7331], [6.3133, -1.6780, -3.3385], [3.3301, -0.3567, -6.2214], [2.5494, 1.3780, -4.6179], [-7.4510, 7.6571, -7.4997], [-6.7339, 7.3065, -8.5676], [-5.5630, 6.4113, -8.4452], [-4.9075, 6.0929, -9.4191], [-5.2196, 5.9192, -7.0939], [-5.9367, 6.2697, -6.0253], [-7.1072, 7.1646, -6.1482], [-7.7640, 7.4834, -5.1741], [-8.3106, 8.3118, -7.5707], [-6.9721, 7.6573, -9.5641], [-4.3601, 5.2644, -7.0230], [-5.6989, 5.9191, -5.0267], [-7.0769, 4.9708, 5.6943], [-6.1277, 4.3615, 4.9833], [-5.1361, 5.1355, 4.2061], [-4.2704, 4.5808, 3.5550], [-5.2366, 6.6105, 4.2490], [-6.1858, 7.2195, 4.9600], [-7.1776, 6.4452, 5.7374], [-8.0425, 7.0008, 6.3878], [-7.8112, 4.4198, 6.2684], [-6.0400, 3.2827, 4.9423], [-4.5021, 7.1613, 3.6747], [-6.2741, 8.2981, 5.0018], [1.2606, -4.4023, -3.4139], [1.2248, -5.7347, -3.3876], [1.6539, -6.5362, -4.5546], [1.6198, -7.7512, -4.5327], [2.1250, -5.8029, -5.7497], [2.1605, -4.4707, -5.7752], [1.7317, -3.6701, -4.6090], [1.7654, -2.4519, -4.6316], [0.9497, -3.7995, -2.5696], [0.8831, -6.2867, -2.5206], [2.4357, -6.4047, -6.5942], [2.5020, -3.9188, -6.6417], [10.2513, -0.3719, -2.3696], [11.3535, 0.2430, -2.7986], [11.3469, 1.0525, -4.0363], [12.3514, 1.6123, -4.4300], [10.0708, 1.1547, -4.7778], [8.9689, 0.5395, -4.3478], [8.9766, -0.2697, -3.1104], [7.9696, -0.8305, -2.7150], [10.2382, -0.9687, -1.4671], [12.2945, 0.1787, -2.2668], [10.0838, 1.7518, -5.6810], [8.0268, 0.6032, -4.8786], [-2.2113, -3.7563, -9.6753], [-1.1056, -4.5012, -9.6939], [-0.0857, -4.3867, -8.6295], [0.9244, -5.0649, -8.6476], [-0.3402, -3.4157, -7.5427], [-1.4459, -2.6709, -7.5245], [-2.4656, -2.7855, -8.5891], [-3.4751, -2.1081, -8.5719], [-2.9679, -3.8265, -10.4466], [-0.9042, -5.2170, -10.4812], [0.4132, -3.3443, -6.7731], [-1.6472, -1.9550, -6.7372], [9.3048, 1.0190, 2.1776], [10.0431, 0.6562, 1.1288], [11.1956, -0.2577, 1.2815], [11.8708, -0.5881, 0.3242], [11.4966, -0.7544, 2.6413], [10.7580, -0.3914, 3.6904], [9.6055, 0.5223, 3.5372], [8.9294, 0.8525, 4.4927], [8.4580, 1.6875, 2.0843], [9.8359, 1.0101, 0.1266], [12.3432, -1.4230, 2.7345], [10.9648, -0.7452, 4.6928], [6.1001, 3.0789, 9.4899], [5.1356, 2.9558, 8.5777], [5.3972, 2.3261, 7.2654], [4.5181, 2.2152, 6.4317], [6.7682, 1.8373, 7.0049], [7.7326, 1.9605, 7.9171], [7.4714, 2.5899, 9.2291], [8.3500, 2.7010, 10.0627], [5.9268, 3.5377, 10.4553], [4.1264, 3.3076, 8.7526], [6.9422, 1.3785, 6.0396], [8.7416, 1.6086, 7.7417], [-2.9789, -4.6610, 5.6449], [-2.6335, -4.7727, 4.3619], [-1.2855, -5.2323, 3.9667], [-0.9693, -5.3323, 2.7950], [-0.3345, -5.5653, 5.0489], [-0.6788, -5.4539, 6.3322], [-2.0278, -4.9939, 6.7274], [-2.3428, -4.8940, 7.8973], [-3.9621, -4.3254, 5.9517], [-3.3171, -4.5339, 3.5574], [0.6481, -5.9010, 4.7415], [0.0055, -5.6928, 7.1369]], "forces_ev_per_a": [[-0.23, -0.11, -1.91], [1.10, 0.43, 1.68], [2.36, 0.58, 0.79], [-1.17, 0.20, 0.43], [1.25, 0.82, 1.50], [-1.34, -0.43, 0.31], [-3.07, -1.29, 3.33], [0.00, 1.73, -4.51], [-2.45, 0.66, -2.59], [6.05, -0.44, 4.20], [0.04, 0.37, -0.85], [1.98, 0.71, -0.97], [-2.46, -0.71, -0.08], [-2.05, -0.79, 1.19], [-0.68, 0.28, 0.23], [-0.11, -0.40, 0.00], [-1.13, -1.09, -0.63], [0.38, 0.88, -1.03], [0.43, 0.22, -1.56], [-0.88, -1.61, 0.42], [1.79, 0.31, 0.21], [-0.08, -0.20, 0.21], [-0.08, 0.25, 0.19], [0.00, -0.28, -0.11], [0.06, 0.22, 0.05], [0.10, 0.14, -0.13], [0.04, -0.04, 0.02], [0.04, 0.16, -0.08], [-0.06, -0.15, 0.05], [0.01, 0.02, -0.02], [0.01, -0.03, -0.03], [-0.05, 0.05, -0.07], [-0.02, -0.09, 0.03], [-0.29, 0.01, 0.10], [0.01, 0.24, -0.10], [-0.23, -0.23, 0.15], [0.19, 0.13, -0.07], [0.26, 0.04, -0.13], [0.02, -0.25, 0.08], [0.15, 0.19, 0.04], [-0.02, -0.31, 0.40], [0.05, 0.01, -0.06], [0.02, -0.03, 0.01], [0.00, 0.04, 0.00], [-0.01, 0.03, 0.00], [0.12, -0.29, -0.10], [-0.26, -0.03, 0.21], [0.42, -0.20, -0.17], [-0.21, 0.13, 0.10], [-0.14, 0.26, 0.11], [0.19, 0.00, -0.26], [-0.32, 0.17, 0.17], [0.21, -0.32, -0.17], [-0.02, 0.04, 0.02], [0.04, 0.02, -0.02], [0.02, -0.03, 0.00], [0.01, -0.11, 0.01], [0.05, -0.18, -0.10], [-0.49, -0.14, 0.07], [-0.05, -0.19, -0.16], [-0.07, 0.16, 0.14], [-0.19, 0.28, -0.03], [0.01, -0.11, -0.28], [-0.05, 0.17, 0.21], [0.27, -0.08, -0.37], [0.01, 0.02, 0.00], [-0.30, -0.07, -0.11], [0.01, -0.04, 0.02], [0.01, 0.00, 0.05], [0.01, 0.06, -0.30], [-0.26, 0.17, 0.12], [0.30, -0.15, -0.30], [-0.17, 0.09, 0.19], [-0.11, 0.03, 0.25], [0.20, -0.25, -0.10], [-0.14, 0.08, 0.28], [0.08, -0.10, -0.19], [0.00, -0.01, 0.04], [0.04, -0.03, 0.00], [0.00, 0.01, -0.04], [-0.06, 0.21, -0.32], [0.13, -0.22, -0.10], [-0.19, -0.10, 0.10], [0.21, -0.21, -0.15], [-0.16, 0.14, 0.09], [-0.10, 0.30, 0.07], [0.27, 0.05, -0.21], [-0.32, 0.10, 0.26], [0.20, -0.08, -0.16], [0.01, 0.01, 0.01], [0.02, 0.01, 0.05], [0.01, -0.03, -0.01], [-0.03, -0.02, 0.03], [-0.06, -0.19, 0.14], [-0.07, 0.23, 0.21], [0.01, -0.39, -0.02], [0.01, 0.28, 0.00], [0.10, 0.22, -0.14], [0.22, -0.28, 0.00], [0.12, 0.15, 0.11], [-0.08, -0.15, -0.05], [0.01, 0.02, -0.01], [-0.03, -0.01, -0.02], [-0.04, 0.01, 0.00], [0.07, -0.04, 0.04], [0.16, 0.03, -0.01], [-0.07, -0.16, 0.22], [0.36, 0.17, -0.13], [-0.25, -0.12, 0.08], [-0.33, -0.05, -0.07], [0.06, 0.16, -0.21], [-0.10, -0.17, 0.13], [1.06, 0.33, 0.22], [0.03, -0.01, -0.05], [-0.03, 0.00, 0.02], [0.04, 0.00, 0.01], [0.00, -0.02, 0.02], [0.18, -0.23, -0.16], [-0.28, 0.06, -0.14], [0.28, -0.21, -0.01], [-0.20, 0.15, -0.06], [-0.26, 0.23, 0.06], [0.28, -0.08, 0.14], [-0.37, 0.25, 0.01], [0.23, -0.15, 0.00], [-0.02, 0.03, 0.03], [0.04, 0.00, 0.03], [-0.11, 0.10, -0.08], [-0.02, 0.00, -0.02], [0.01, 0.04, -0.31], [-0.23, 0.15, 0.10], [0.21, -0.08, -0.25], [-0.12, 0.05, 0.25], [-0.03, -0.03, 0.30], [0.24, -0.16, -0.10], [-0.20, 0.09, 0.29], [0.12, -0.07, -0.15], [0.00, -0.01, 0.04], [0.03, 0.00, 0.01], [0.00, 0.01, -0.04], [-0.03, 0.03, 0.00], [-0.32, 0.06, -0.07], [0.07, 0.11, 0.30], [-0.25, -0.05, -0.27], [0.17, 0.03, 0.18], [0.26, -0.09, 0.01], [-0.09, -0.09, -0.26], [0.33, 0.02, 0.25], [-0.20, -0.01, -0.17], [0.04, -0.01, 0.00], [0.00, -0.02, -0.04], [0.02, 0.03, 0.00], [-0.01, 0.01, 0.01], [-0.14, 0.08, -0.29], [-0.15, 0.06, 0.23], [0.04, -0.01, -0.40], [-0.09, 0.02, 0.22], [0.10, -0.03, 0.29], [0.24, -0.08, -0.22], [-0.14, 0.04, 0.40], [0.10, -0.01, -0.27], [-0.02, -0.06, 0.03], [0.03, 0.01, 0.03], [-0.02, 0.01, -0.04], [-0.04, 0.01, 0.02]]}